Computed, not measured: 2 unconnected molecules or ions with the total composition C6H12O in a non-equilibrium geometry, with ωB97M-V/def2-TZVPD.

Positions of all 19 atoms, in Å:
C: -1.62688 0.78472 -0.41922
C: -0.96425 -0.36570 0.37027
C: -0.33165 -1.45705 -0.33299
O: 0.97412 -1.39583 -0.42352
C: 1.45070 -0.23761 0.35296
C: 1.98062 0.82627 -0.58886
C: 0.23442 0.14217 1.21764
H: -2.47817 0.36377 -0.95810
H: -0.93931 1.26487 -1.12479
H: -1.96948 1.54662 0.29155
H: -1.89784 -0.93213 0.74741
H: -0.81497 -2.36796 -0.66056
H: -2.74252 -1.66838 -0.55072
H: 2.27162 -0.64429 0.94918
H: 2.75608 0.41330 -1.24081
H: 2.42234 1.63941 -0.00360
H: 1.18792 1.24543 -1.21439
H: 0.20769 1.21856 1.40863
H: 0.27955 -0.37614 2.17991

## Properties
Total energy: -310.86780 hartree
Total charge: 0
E_LUMO (alpha / beta): -0.413 / 0.817 eV

These are the Löwdin partial charges, in e, on atoms 1 to 2: C -0.08; C -0.40



Computed, not measured: C6H10ClN3 in the gas phase in a non-equilibrium geometry, with ωB97M-V/def2-TZVPD.

Positions of all 20 atoms, in Å:
H: -0.10240 -3.00396 0.22366
N: -0.46635 -2.39222 0.90536
C: -0.51058 -1.14019 0.81207
C: -1.09828 -0.38170 2.02678
N: -1.86389 0.81945 1.75350
C: -1.43146 1.60572 0.87743
C: -0.22961 1.20643 -0.02405
C: -0.03783 -0.25674 -0.33358
Cl: -1.40107 -0.52274 -1.65958
N: 1.31857 -0.59170 -0.73492
C: 1.73042 0.19644 -1.90312
H: -1.69814 -0.99291 2.70841
H: -0.14262 -0.06968 2.55541
H: -1.95632 2.57926 0.91281
H: -0.16871 1.89330 -0.90261
H: 0.77006 1.34917 0.42787
H: 1.70705 -1.50152 -0.77447
H: 2.34460 -0.35893 -2.62736
H: 0.89433 0.52747 -2.53182
H: 2.34222 1.03503 -1.71178

## Properties
Total energy: -859.02008 hartree
Total charge: 0
E_LUMO: 0.641 eV

These are the Löwdin partial charges, in e, on atoms 1 to 2: H 0.04; N 0.17



Computed, not measured: 2 unconnected molecules or ions with the total composition C4H7N3 in a non-equilibrium geometry, with ωB97M-V/def2-TZVPD.

Positions of all 14 atoms, in Å:
C: 0.18460 -0.97777 -0.56741
C: -0.60070 -0.09860 -1.37192
C: -0.00798 0.84772 0.59341
C: 0.52387 -0.31634 0.59508
H: 1.19916 -2.66015 0.33811
H: -0.15584 -2.85894 -1.06475
H: -0.62991 -0.19686 -2.62869
H: -1.85314 1.65740 -0.30854
H: -0.37651 1.33663 2.48784
H: 0.55396 2.49047 1.55379
H: 1.07883 -0.89740 1.43344
N: 0.75625 -2.25346 -0.73569
N: -0.63301 1.02708 -0.49033
N: -0.18256 1.85478 1.61085

## Properties
Total energy: -320.70766 hartree
Total charge: 0
E_LUMO: 0.690 eV

These are the Löwdin partial charges, in e, on atoms 1 to 2: C -0.44; C -0.09



Computed, not measured: C3H8ClN in the gas phase in a non-equilibrium geometry, with ωB97M-V/def2-TZVPD.

Positions of all 13 atoms, in Å:
C: 0.99842 0.92133 0.71535
C: 0.08577 -0.34594 0.14743
C: -1.44861 -0.18628 0.15736
N: 0.24299 -0.59228 -1.46060
Cl: 0.50616 -1.91959 0.90509
H: 1.36678 1.62075 -0.03496
H: 0.45941 1.48008 1.47765
H: 1.74367 0.31070 1.12348
H: -1.75515 -0.98560 -0.55279
H: -1.80605 0.75379 -0.24784
H: -1.80050 -0.53022 1.21053
H: 0.20836 0.36674 -1.75864
H: 1.19874 -0.89348 -1.68206

## Properties
Total energy: -634.01071 hartree
Total charge: 0
E_LUMO: 0.923 eV

These are the Löwdin partial charges, in e, on atoms 1 to 2: C -0.05; C -0.85



Computed, not measured: a molecular structure, C5H11N6S in a non-equilibrium geometry, with ωB97M-V/def2-TZVPD.

Positions of all 23 atoms, in Å:
C: 2.28759 -1.03728 -1.06613
C: 1.71140 -0.19189 -0.06644
C: 0.16429 2.60666 -0.38694
C: -2.33156 -2.63336 0.11422
C: -0.89362 1.73523 0.29686
N: 3.61041 -0.75584 -1.11096
N: 2.53859 0.64218 0.56282
N: -0.38465 -1.37947 -0.10975
N: -1.58505 -1.42155 0.30427
N: -0.32168 0.69461 1.15968
N: 0.29586 -0.31542 0.16094
S: 4.02165 0.34850 0.00067
H: 1.84781 -1.84862 -1.61965
H: 0.64072 2.35364 -1.28914
H: -0.47859 3.41875 -0.68160
H: 1.07517 2.88542 0.26943
H: -2.53882 -2.98938 1.11086
H: -3.26245 -2.40790 -0.45398
H: -1.90045 -3.55906 -0.37042
H: -1.52674 2.40493 0.81450
H: -1.42477 1.16741 -0.40743
H: -1.92224 -0.69374 0.88528
H: 0.37712 0.97621 1.88289

## Properties
Total energy: -923.46557 hartree
Total charge: +1
E_LUMO: -4.683 eV

These are the Löwdin partial charges, in e, on atoms 1 to 2: C -0.13; C -0.39



Computed, not measured: a molecular structure, C8H6AgCl2O2S, with ωB97M-V/def2-TZVPD.

Positions of all 20 atoms, in Å:
Ag: -0.94513 1.40849 1.28963
O: -1.96152 -2.29492 -0.68255
C: -1.28792 -1.33769 -0.27995
O: -1.73620 -0.42565 0.47603
C: 0.18332 -1.28368 -0.81278
C: 0.48508 -2.36899 -1.65650
C: 1.71502 -2.56361 -2.25182
C: 2.72152 -1.63502 -2.00660
C: 2.45920 -0.56076 -1.18753
C: 1.20833 -0.33197 -0.56507
S: 1.26742 1.16540 0.41686
H: -0.32189 -3.06836 -1.81982
H: 1.88195 -3.42298 -2.89185
H: 3.70751 -1.73964 -2.44734
H: 3.24417 0.16202 -0.99912
Cl: -1.86072 2.31021 3.84952
C: -2.57663 3.77678 3.16761
Cl: -2.64331 3.71536 1.40248
H: -1.95620 4.61609 3.45089
H: -3.58400 3.87889 3.54791

## Properties
Total energy: -1924.54410 hartree
Total charge: -1
E_LUMO: 2.222 eV

These are the Löwdin partial charges, in e, on atoms 1 to 2: Ag 0.37; O -0.04



Computed, not measured: 5 unconnected molecules or ions with the total composition CH10O5, with ωB97M-V/def2-TZVPD.

Positions of all 16 atoms, in Å:
C: 1.35115 -1.29154 -2.12142
O: 2.22046 -1.44005 -1.31065
H: 1.29846 -0.39727 -2.76523
H: 0.56131 -2.04960 -2.25960
O: -2.45413 -3.58207 1.12542
H: -3.40543 -3.67261 1.26565
H: -2.33739 -2.65095 0.88337
O: -2.48928 -0.55307 0.65572
H: -3.36590 -0.55142 1.06446
H: -2.36530 0.38423 0.45403
O: 2.30048 4.18326 -1.39702
H: 1.91079 3.40004 -0.99442
H: 1.79199 4.93156 -1.07380
O: -0.00236 1.93022 2.30738
H: 0.56943 2.61028 1.92719
H: 0.18689 1.95455 3.25098

## Properties
Total energy: -420.24819 hartree
Total charge: 0
E_LUMO: 0.113 eV

These are the Löwdin partial charges, in e, on atoms 1 to 2: C -0.15; O 0.00